[1]
ORCA calculation (the ωB97M-V functional and the def2-TZVPD basis) on C57H53N5PTa as an isolated structure at a distorted geometry.

Geometry as XYZ:
```
117
Properties=species:S:1:pos:R:3:forces:R:3:lowdin_charge:R:1
Ta 2.9231 -11.7830 16.5675 -0.07 -0.98 -0.37 1.768
C 0.9887 -14.4868 12.1745 -0.95 0.80 -0.83 -0.066
C 0.3216 -13.3176 12.5767 0.59 -1.09 1.31 -0.042
C 0.3749 -12.9615 13.9329 -0.72 1.33 -0.80 -0.035
C 1.1355 -13.6846 14.8327 0.29 0.77 -0.69 -0.330
C 1.7620 -14.8418 14.4103 0.09 -0.23 0.28 -0.031
C 1.6595 -15.2446 13.0907 0.67 -0.70 0.21 -0.074
N 1.3945 -13.1432 16.1355 0.24 -0.04 0.42 -0.103
C 0.7504 -13.8623 17.1325 1.92 1.02 1.43 -0.208
C -0.5039 -14.4249 17.0121 -0.17 -0.43 1.16 0.006
C -1.0087 -15.1140 18.0924 0.46 -0.34 0.36 -0.010
C -0.2792 -15.3446 19.2820 -1.31 0.24 -0.47 -0.050
C 0.9415 -14.7939 19.3980 2.19 0.67 0.75 -0.014
C 1.4788 -13.9697 18.3908 -2.28 -1.56 -2.25 -0.203
N 2.6936 -13.3774 18.3565 -0.35 0.59 -0.83 -0.037
N 3.3852 -13.3700 19.3825 0.88 0.76 0.89 0.113
C 4.4744 -12.4944 19.2711 1.76 -0.39 1.86 -0.312
C 5.3562 -12.4460 20.4132 -0.25 0.59 -1.11 0.051
C 6.5359 -11.6912 20.3320 -1.27 -0.30 -1.49 0.001
C 6.7639 -11.0584 19.1127 -0.96 0.05 -0.38 -0.013
C 5.8254 -11.0818 18.0687 0.90 0.62 0.07 -0.126
N 4.6915 -11.7766 18.1404 -0.69 -0.64 0.11 -0.016
H 0.9264 -14.8214 11.1380 0.07 0.18 0.25 0.119
H -0.2258 -12.7385 11.8747 -0.39 0.42 -0.41 0.104
H -0.1269 -12.0208 14.2728 0.50 -0.94 -0.30 0.128
H 2.3345 -15.4330 15.1092 0.11 -0.04 0.15 0.115
H 2.1643 -16.1529 12.7638 -0.14 0.13 0.13 0.118
H -1.1230 -14.3066 16.1640 -0.23 0.12 -0.97 0.118
H -1.9713 -15.5644 18.0093 -0.66 -0.11 -0.05 0.115
H -0.7534 -15.8507 20.1113 0.18 -0.31 -0.12 0.121
H 1.6115 -14.9887 20.2352 -0.44 0.09 0.14 0.125
H 5.1285 -12.9312 21.3575 -0.34 -0.27 -0.44 0.124
H 7.2366 -11.6148 21.1364 0.19 -0.03 0.37 0.121
H 7.6157 -10.4616 18.9271 0.90 0.44 0.04 0.107
H 6.0391 -10.5004 17.1401 -0.33 -0.59 0.96 0.110
C 8.8209 -10.6530 15.5294 2.39 -0.49 1.01 -0.070
C 7.7891 -10.0724 14.8488 -0.68 0.19 -0.63 -0.073
C 6.6071 -10.7809 14.6728 0.35 -0.26 0.74 -0.084
C 6.4731 -12.0630 15.2335 -0.30 -0.07 -0.30 -0.352
C 7.5250 -12.6564 15.9221 0.62 -0.09 0.38 -0.090
C 8.7169 -11.9440 16.0777 -0.07 0.29 -0.14 -0.052
P 4.8742 -12.9399 15.1519 -0.10 -0.06 -0.31 1.056
C 5.1552 -14.6811 15.5352 0.17 0.88 -0.56 -0.357
C 5.4548 -14.9349 16.8484 -0.04 -0.74 1.11 -0.140
C 5.6973 -16.2426 17.2429 -0.14 -0.19 0.57 -0.052
C 5.5892 -17.2606 16.3217 0.60 -1.67 0.64 -0.052
C 5.3565 -16.9951 14.9895 -0.33 -0.96 0.64 -0.061
C 5.1395 -15.7195 14.6042 -0.51 1.17 -0.65 -0.083
C 4.3376 -12.7621 13.4633 -1.96 2.22 0.01 -0.312
C 4.8894 -13.2371 12.3297 1.06 -1.05 0.00 -0.073
C 4.5082 -12.8080 11.0628 0.25 -0.45 -0.88 -0.035
C 3.5256 -11.8899 10.9010 -0.14 -0.26 -0.35 -0.011
C 2.9080 -11.3383 12.0071 -0.48 0.45 1.69 -0.174
C 1.9170 -10.3241 11.8715 0.86 0.14 -0.59 -0.007
C 1.5202 -9.6257 12.9653 -0.80 0.93 0.58 -0.050
C 1.9861 -9.9641 14.2716 -0.46 -0.50 -0.47 -0.127
C 2.8517 -11.0322 14.4812 -0.41 -0.02 0.61 -0.258
C 3.3240 -11.7248 13.3171 0.87 -0.41 0.15 -0.194
H 9.8173 -10.1410 15.6448 -1.29 -0.39 -0.16 0.136
H 7.8776 -9.0844 14.4017 0.08 -0.18 0.17 0.122
H 5.8206 -10.2587 14.1751 -0.70 -0.13 -0.40 0.104
H 7.4187 -13.6634 16.3569 0.17 0.66 -0.34 0.107
H 9.5732 -12.3671 16.6223 -0.51 0.13 -0.35 0.122
H 5.4393 -14.1789 17.6280 0.14 0.11 -0.31 0.083
H 5.9001 -16.4761 18.2866 -0.03 0.09 -0.21 0.119
H 5.6981 -18.3247 16.6322 -0.02 1.01 -0.13 0.135
H 5.2107 -17.8113 14.3108 0.19 -0.21 -0.37 0.120
H 4.8448 -15.5703 13.5839 0.01 0.41 -0.30 0.094
H 5.6652 -13.9779 12.4254 0.32 -0.10 -0.25 0.113
H 4.9961 -13.2315 10.1949 0.04 -0.02 0.03 0.123
H 3.1701 -11.5609 9.9449 0.15 -0.02 -0.54 0.126
H 1.6449 -10.0314 10.8431 -0.13 -0.15 0.70 0.138
H 0.8219 -8.7705 12.8452 0.51 -0.70 0.15 0.128
H 1.5552 -9.4662 15.1361 0.20 0.17 -0.41 0.049
C 0.3571 -11.8773 21.5870 0.20 0.94 0.44 -0.027
C 0.1932 -11.3932 20.1871 1.70 -0.06 -0.86 -0.228
C -1.0105 -11.4276 19.5083 0.12 -0.20 1.36 0.010
C -1.1452 -11.0617 18.2015 1.53 -0.18 -0.51 -0.268
C -2.4913 -11.1290 17.6410 -0.20 -0.48 -1.99 -0.030
C 0.0082 -10.6787 17.4857 -0.66 0.20 -0.18 0.012
C 1.2615 -10.6316 18.1283 -0.86 0.22 -0.91 -0.344
C 1.3541 -10.9962 19.4700 -0.48 0.00 0.59 -0.015
N 2.4067 -10.1202 17.3525 -0.76 1.55 0.88 -0.123
C 2.6453 -8.5901 17.5674 0.28 -0.30 0.18 -0.375
C 3.7963 -8.1867 16.6402 -0.69 0.98 -0.88 -0.077
C 4.1671 -6.6692 16.8395 0.01 -0.50 -1.11 -0.261
C 4.6383 -6.5908 18.2552 0.54 0.49 1.06 -0.141
C 3.5149 -6.8840 19.2356 -0.73 0.65 -0.30 -0.258
C 2.3204 -5.9540 18.9227 0.78 -0.29 -1.68 -0.088
C 1.8142 -6.2200 17.4506 -0.38 1.31 1.57 -0.259
C 2.9507 -5.7779 16.5249 -0.81 -1.87 -0.61 -0.109
C 1.4131 -7.7124 17.2859 0.31 0.29 -1.78 -0.068
C 3.0671 -8.3276 19.0170 0.44 -0.65 0.29 -0.098
H -0.0745 -12.8570 21.7442 0.21 -0.35 -0.04 0.082
H -0.1667 -11.2127 22.2818 0.03 -0.01 -0.03 0.097
H 1.4267 -11.8100 21.8362 -0.42 -0.47 0.19 0.085
H -1.9063 -11.7561 20.0289 0.14 0.00 0.11 0.139
H -2.7752 -10.1178 17.4598 -0.82 0.80 -0.12 0.087
H -3.2187 -11.6445 18.2622 0.09 0.09 0.02 0.094
H -2.4514 -11.6001 16.6343 -0.24 0.12 0.56 0.099
H -0.0879 -10.4010 16.4119 0.19 -0.20 0.90 0.129
H 2.3370 -10.9670 19.9571 -0.51 -0.02 -0.08 0.112
H 3.4675 -8.3694 15.6045 0.35 0.00 0.25 0.106
H 4.6520 -8.8016 16.8833 0.40 -0.21 -0.13 0.090
H 4.9626 -6.3123 16.1499 -0.20 -0.78 0.32 0.153
H 5.1491 -5.6539 18.4587 -0.20 0.35 0.14 0.131
H 5.3776 -7.3546 18.4577 0.59 -0.27 -0.26 0.111
H 3.8435 -6.7339 20.2750 -0.05 -0.16 -0.30 0.153
H 2.6112 -4.8976 18.9814 -0.07 -0.22 0.20 0.130
H 1.5146 -6.1502 19.5677 -1.04 -0.11 1.17 0.099
H 0.9125 -5.5458 17.3301 0.82 -0.94 -0.16 0.159
H 3.1763 -4.7218 16.6073 -0.01 0.16 0.09 0.124
H 2.6133 -6.0139 15.4860 0.46 0.46 0.43 0.130
H 1.0940 -7.8343 16.2083 0.13 -0.03 1.02 0.127
H 0.5737 -7.9619 17.9257 -0.10 -0.05 0.17 0.122
H 2.3148 -8.6021 19.7263 -1.09 0.16 0.25 0.108
H 3.8385 -9.0386 19.3050 0.73 -0.01 -0.23 0.113
```
Positions in Å, forces in eV/Å.

Calculated values
orbital gap (spin up / spin down) = 5.915 / 5.913 eV
total charge = +2
HOMO energy (spin up / spin down) = -12.9 / -12.9 eV

***

[2]
ORCA calculation (the ωB97M-V functional and the def2-TZVPD basis) on C57H54BaF2N5OPS as an isolated structure.

Geometry as XYZ:
```
122
Properties=species:S:1:pos:R:3:forces:R:3:lowdin_charge:R:1
Ba 0.4081 0.5924 -0.6983 0.54 -0.50 0.10 1.682
C 3.7826 -1.4293 -0.4343 -0.05 -0.02 -0.02 -0.173
C 2.6416 -2.3767 -0.0632 0.05 0.03 -0.02 -0.132
C 1.8279 -2.8174 -1.2475 0.00 0.08 -0.04 -0.293
C 1.5083 -4.1573 -1.4380 0.02 -0.03 0.02 -0.020
C 0.7630 -4.5222 -2.5456 -0.01 -0.03 0.00 -0.058
C 0.3670 -3.5426 -3.4417 -0.01 0.04 -0.01 -0.053
C 0.7190 -2.2291 -3.1771 -0.01 -0.02 0.12 -0.126
N 1.4232 -1.8648 -2.1005 -0.09 -0.08 0.06 0.043
N 3.4579 0.0000 -0.2471 0.01 0.09 0.10 -0.187
C 3.6067 0.3074 1.1870 0.00 0.03 -0.05 -0.132
C 3.1958 1.7063 1.5775 -0.18 -0.16 -0.11 -0.273
C 4.1212 2.6311 2.0366 0.01 0.00 0.02 -0.016
C 3.6919 3.9047 2.3740 -0.03 0.01 0.00 -0.050
C 2.3471 4.2093 2.2468 0.04 0.03 0.03 -0.048
C 1.4892 3.2228 1.7879 0.05 -0.11 0.01 -0.149
N 1.8949 1.9968 1.4628 0.10 0.18 -0.04 0.040
C 4.3725 0.7960 -1.0595 -0.02 -0.03 -0.01 -0.134
C 3.9927 2.2378 -1.3002 0.03 0.07 0.00 -0.266
C 5.0032 3.1729 -1.5072 0.04 -0.04 0.03 -0.023
C 4.6675 4.4703 -1.8391 0.02 0.05 -0.01 -0.058
C 3.3272 4.8041 -1.9491 -0.05 -0.01 0.01 -0.050
C 2.3885 3.8146 -1.7179 0.04 -0.09 0.04 -0.131
N 2.7046 2.5557 -1.4025 -0.11 -0.05 -0.06 0.081
H 4.0487 -1.5772 -1.4808 -0.02 0.01 -0.02 0.117
H 4.6720 -1.6785 0.1620 0.03 -0.01 0.00 0.126
H 1.9765 -1.8853 0.6545 0.00 -0.01 0.00 0.039
H 3.0275 -3.2533 0.4591 0.00 0.01 -0.01 0.108
H 1.8380 -4.8885 -0.7107 0.00 0.00 -0.01 0.112
H 0.5002 -5.5598 -2.7101 0.00 0.00 0.00 0.109
H -0.2096 -3.7799 -4.3250 0.00 0.00 0.00 0.105
H 0.4162 -1.4238 -3.8353 0.00 0.03 0.00 0.093
H 4.6495 0.1351 1.4970 0.01 0.01 0.01 0.129
H 2.9776 -0.3930 1.7404 -0.01 -0.01 0.02 0.093
H 5.1632 2.3496 2.1181 0.01 0.02 0.00 0.117
H 4.3963 4.6470 2.7271 0.00 0.00 0.01 0.109
H 1.9622 5.1882 2.4981 0.01 0.00 0.00 0.105
H 0.4308 3.4244 1.6679 -0.02 -0.03 -0.02 0.097
H 4.4220 0.3285 -2.0466 -0.01 0.00 0.00 0.134
H 5.3945 0.7659 -0.6474 0.01 0.00 -0.01 0.131
H 6.0391 2.8734 -1.4087 0.00 0.01 0.00 0.115
H 5.4386 5.2106 -2.0104 0.00 0.00 0.00 0.109
H 3.0108 5.8041 -2.2111 0.01 0.00 0.00 0.105
H 1.3290 4.0233 -1.7903 0.00 -0.01 -0.01 0.083
F 1.3534 2.7394 -6.3436 0.03 0.02 -0.02 0.043
C 0.4586 2.0639 -5.5832 -0.06 0.04 0.07 -0.287
C 0.7441 1.7938 -4.2597 -0.01 -0.03 -0.08 -0.104
C -0.1407 1.0716 -3.4482 0.00 0.05 -0.04 -0.222
C -1.3477 0.6336 -4.0494 0.09 0.00 0.03 -0.204
C -1.6140 0.9872 -5.3738 -0.01 0.08 0.03 -0.229
F -2.8102 0.6941 -5.9643 -0.03 -0.02 0.00 0.027
C -0.7338 1.6933 -6.1687 -0.04 -0.03 0.01 0.045
C -2.2750 -0.2267 -3.2575 0.05 0.02 0.01 -0.243
C -3.2276 -1.0592 -3.8537 0.03 0.00 0.01 -0.010
C -4.0682 -1.8276 -3.0684 0.01 0.00 -0.03 -0.055
C -3.9491 -1.7654 -1.6934 0.03 -0.02 0.03 -0.068
C -2.9556 -0.9529 -1.1749 0.04 0.01 -0.09 -0.143
N -2.1312 -0.2077 -1.9154 -0.19 -0.16 0.00 0.041
H 1.6975 2.1561 -3.8825 -0.02 -0.03 0.03 0.077
H -0.9778 1.9424 -7.1909 -0.01 0.00 0.00 0.125
H -3.3021 -1.1102 -4.9264 -0.01 0.01 -0.03 0.106
H -4.8046 -2.4717 -3.5339 0.00 0.00 0.00 0.109
H -4.5728 -2.3451 -1.0276 0.00 -0.01 0.00 0.101
H -2.8166 -0.9154 -0.1006 0.04 0.01 0.01 0.087
C 3.3019 -4.7056 2.9491 -0.02 0.00 -0.01 -0.123
C 2.0780 -5.1112 2.4393 -0.04 0.08 0.02 -0.116
C 1.0091 -4.2148 2.3667 0.07 -0.05 0.03 -0.119
C 1.1179 -2.8842 2.7819 0.05 -0.01 0.03 -0.299
C 2.3601 -2.5231 3.3240 0.03 -0.04 0.00 -0.154
C 3.4321 -3.3989 3.4116 -0.01 0.02 -0.01 -0.106
P -0.0342 -1.2154 2.3007 -0.11 0.03 0.02 0.910
C -1.4887 -2.2967 1.9920 0.08 -0.03 -0.07 -0.365
C -2.6628 -2.2502 2.7411 0.00 0.06 -0.01 -0.090
C -3.7402 -3.0708 2.4327 0.01 -0.02 -0.02 -0.085
C -3.6637 -3.9572 1.3648 0.01 0.01 0.03 -0.109
C -2.5050 -4.0083 0.6032 0.02 0.04 -0.02 -0.098
C -1.4324 -3.1828 0.9149 -0.07 0.05 -0.07 -0.138
C 0.0256 -0.7278 4.0830 0.02 -0.03 0.02 -0.366
C 0.4622 0.5435 4.4571 0.01 -0.04 0.05 -0.104
C 0.5709 0.9012 5.7949 -0.03 -0.02 -0.06 -0.092
C 0.2171 -0.0010 6.7885 0.00 -0.04 -0.01 -0.104
C -0.2296 -1.2658 6.4314 0.01 0.01 -0.01 -0.085
C -0.3088 -1.6280 5.0930 -0.04 0.02 -0.06 -0.097
H 4.1333 -5.3971 3.0072 0.00 0.00 0.00 0.091
H 1.9465 -6.1338 2.1012 -0.01 -0.01 0.00 0.094
H 0.0685 -4.5843 1.9695 0.10 -0.04 0.09 0.079
H 2.4930 -1.5084 3.7010 0.01 -0.02 -0.03 0.092
H 4.3708 -3.0695 3.8452 0.00 0.00 0.00 0.094
H -2.7357 -1.5580 3.5722 -0.01 -0.03 0.00 0.102
H -4.6416 -3.0225 3.0317 0.00 0.00 0.01 0.098
H -4.5003 -4.6047 1.1321 -0.01 0.01 -0.01 0.098
H -2.4360 -4.6845 -0.2408 0.00 0.00 0.00 0.105
H -0.5284 -3.2360 0.3144 -0.10 0.06 0.00 0.090
H 0.7425 1.2551 3.6935 0.02 0.04 -0.04 0.074
H 0.9341 1.8871 6.0600 0.00 0.00 0.00 0.096
H 0.2947 0.2773 7.8320 0.00 0.00 0.00 0.095
H -0.5047 -1.9801 7.1977 0.00 0.00 0.00 0.099
H -0.6192 -2.6306 4.8237 0.00 0.00 0.01 0.107
C -6.6205 0.4693 -1.0447 0.04 0.04 0.00 -0.044
C -5.3934 1.3291 -1.1805 -0.02 -0.02 0.03 -0.267
C -4.9713 1.7806 -2.4257 -0.05 0.00 0.03 -0.029
C -3.8180 2.5406 -2.5508 0.05 0.06 -0.04 -0.075
C -3.0962 2.8656 -1.4159 0.01 -0.07 -0.01 -0.398
C -3.5016 2.4346 -0.1583 0.04 0.00 0.00 -0.074
C -4.6473 1.6707 -0.0494 -0.03 0.05 -0.03 -0.031
S -1.5195 3.6573 -1.6159 -0.12 0.00 -0.16 0.933
C -1.8802 5.2208 -0.8188 -0.02 0.04 0.05 -0.224
O -0.5821 2.9754 -0.6501 -0.10 0.41 0.12 -0.756
H -6.9003 0.0288 -2.0008 0.00 0.00 0.00 0.078
H -7.4663 1.0574 -0.6824 0.00 0.00 0.00 0.085
H -6.4507 -0.3378 -0.3314 0.00 0.00 0.00 0.077
H -5.5235 1.4984 -3.3138 0.00 0.01 0.00 0.121
H -3.4552 2.8377 -3.5280 -0.01 -0.02 0.00 0.116
H -2.8897 2.6366 0.7132 -0.01 0.00 0.00 0.107
H -4.9522 1.3013 0.9229 0.00 -0.01 0.01 0.124
H -2.2477 5.0413 0.1909 0.01 -0.01 -0.01 0.061
H -2.6217 5.7556 -1.4110 -0.01 -0.01 0.00 0.063
H -0.9458 5.7806 -0.7935 -0.02 0.02 0.01 0.052
C -1.2655 0.4401 1.9990 -0.10 -0.01 -0.01 -0.338
H -0.6510 1.3468 1.9774 -0.02 0.07 0.02 -0.039
H -2.0238 0.5816 2.7752 -0.01 0.02 0.01 0.023
H -1.8143 0.3874 1.0462 0.02 -0.02 0.03 -0.050
```
Positions in Å, forces in eV/Å.

Calculated values
orbital gap = 5.946 eV
total charge = 0
HOMO energy = -5.8 eV

***

Which of these has the lowest total charge? C57H54BaF2N5OPS